No. 1
Here is 7 unconnected molecules or ions with the total composition C23H65N5O8 in a non-equilibrium geometry from the OMol25 dataset. Energies are from wB97M-V/def2-TZVPD.

Structure (SMILES): COC[C@H](C)N.COC[C@H](C)N.COC[C@H](C)N.COC[C@H](C)N.COC[C@H](C)N.OCCO.CO
LUMO: 0.34 eV
Energy above the lowest of the compared OMol25 structures with the same formula, charge and spin: 0.0 kJ/mol
HOMO: -8.7 eV

Structure (ORCA input):
```
! RIJCOSX wB97M-V def2-TZVPD def2/J DEFGRID3
* xyz 0 1
C 0.205 -8.967 0.855
O 0.745 -7.800 0.205
C 1.941 -7.307 0.737
C 2.282 -5.931 -0.024
C 3.716 -5.449 0.125
N 1.301 -5.024 0.566
H 0.772 -9.853 0.568
H -0.834 -9.172 0.598
H 0.244 -8.910 1.943
H 2.008 -7.183 1.818
H 2.737 -7.992 0.446
H 2.043 -5.962 -1.087
H 4.429 -6.267 0.224
H 3.848 -4.920 1.069
H 3.954 -4.770 -0.695
H 1.547 -4.614 1.456
H 0.435 -5.512 0.745
C -5.007 -6.571 4.514
O -5.642 -5.587 3.680
C -6.396 -6.159 2.571
C -6.602 -5.026 1.532
C -5.287 -4.489 0.937
N -7.320 -3.905 2.179
H -5.717 -7.318 4.869
H -4.566 -6.186 5.434
H -4.254 -7.108 3.937
H -5.897 -7.006 2.101
H -7.325 -6.551 2.987
H -7.294 -5.360 0.759
H -4.589 -3.938 1.567
H -5.414 -3.708 0.187
H -4.782 -5.294 0.403
H -8.114 -4.384 2.579
H -6.762 -3.822 3.017
C 0.740 -1.270 -10.591
O 0.939 -2.065 -9.426
C 0.245 -1.457 -8.275
C 0.275 -2.373 -6.988
C -0.628 -3.586 -7.145
N 0.012 -1.757 -5.748
H 1.335 -1.691 -11.401
H 1.203 -0.324 -10.310
H -0.251 -0.996 -10.953
H 0.692 -0.493 -8.032
H -0.759 -1.181 -8.598
H 1.288 -2.776 -6.984
H -0.442 -4.064 -8.107
H -1.687 -3.330 -7.127
H -0.625 -4.221 -6.259
H 0.699 -1.033 -5.592
H 0.092 -2.390 -4.965
C 6.033 7.049 5.824
O 6.964 7.588 4.866
C 6.259 7.866 3.710
C 7.146 8.669 2.703
C 6.285 9.193 1.529
N 8.093 7.818 2.016
H 5.443 7.738 6.429
H 6.691 6.628 6.584
H 5.470 6.151 5.570
H 5.867 6.938 3.292
H 5.347 8.435 3.890
H 7.622 9.469 3.269
H 6.803 9.744 0.745
H 5.549 9.894 1.924
H 5.751 8.451 0.935
H 8.339 8.322 1.176
H 8.914 7.697 2.591
C -6.306 5.699 -0.766
O -6.740 4.322 -0.451
C -5.813 3.684 0.420
C -6.530 3.629 1.810
C -5.753 2.988 2.955
N -7.751 2.828 1.564
H -7.039 6.185 -1.410
H -5.350 5.715 -1.290
H -6.203 6.355 0.098
H -5.671 2.653 0.095
H -4.838 4.166 0.343
H -6.738 4.603 2.252
H -5.618 1.933 2.718
H -6.342 3.121 3.862
H -4.773 3.398 3.198
H -8.127 2.799 2.501
H -7.273 1.939 1.531
O 2.442 2.316 -1.300
C 1.439 3.087 -0.700
C 1.013 2.563 0.647
O 0.007 1.497 0.613
H 3.266 2.328 -0.806
H 1.879 4.059 -0.479
H 0.633 3.220 -1.422
H 0.579 3.413 1.173
H 1.883 2.243 1.220
H 0.469 0.751 0.224
C 7.868 2.028 1.503
O 7.687 2.815 0.391
H 8.899 1.852 1.809
H 7.382 2.451 2.383
H 7.441 1.047 1.295
H 7.867 3.716 0.670
*
```



No. 2
Here is a molecular structure, C17H18N2O9PmS from the OMol25 dataset. Energies are from wB97M-V/def2-TZVPD.

LUMO (spin up / spin down): -3.69 / -3.58 eV
Energy above the lowest of the compared OMol25 structures with the same formula, charge and spin: 0.0 kJ/mol
HOMO (spin up / spin down): -10.8 / -10.8 eV
<S²>: 6.005

Structure (ORCA input):
```
! RIJCOSX wB97M-V def2-TZVPD def2/J DEFGRID3
* xyz 1 5
Pm 0.160 -0.497 0.327
O 4.101 4.137 -0.111
C 4.742 2.982 -0.014
O 5.918 2.872 -0.223
C 3.975 1.794 0.490
C 4.635 0.661 0.941
N 3.709 -0.222 1.318
N 2.454 0.251 1.146
C 2.621 1.473 0.630
C 1.426 2.321 0.290
O 1.517 3.528 0.426
O 0.368 1.680 -0.075
H 3.165 4.060 0.182
H 5.689 0.454 1.009
H 3.848 -1.135 1.718
C -4.957 0.259 1.508
C -4.701 0.266 0.013
S -3.116 0.872 -0.576
O -2.082 -0.077 0.042
C -2.915 2.465 0.263
C -2.440 2.421 1.716
H -5.865 -0.311 1.699
H -5.108 1.262 1.901
H -4.142 -0.215 2.051
H -5.425 0.872 -0.541
H -4.758 -0.742 -0.405
H -3.893 2.939 0.147
H -2.215 3.018 -0.363
H -3.243 2.656 2.409
H -1.636 3.138 1.857
H -2.060 1.429 1.977
O -0.376 -2.431 -0.887
C 0.253 -1.898 -1.857
O 1.218 -1.098 -1.525
C -0.117 -2.086 -3.258
C 0.112 -1.094 -4.193
C -0.272 -1.256 -5.523
C -0.852 -2.457 -5.856
O -1.284 -2.856 -7.073
C -1.757 -4.197 -6.918
O -1.656 -4.536 -5.535
C -1.075 -3.470 -4.918
C -0.737 -3.316 -3.600
H 0.611 -0.179 -3.896
H -0.105 -0.486 -6.260
H -1.121 -4.865 -7.503
H -2.803 -4.240 -7.225
H -0.918 -4.079 -2.861
*
```



No. 3
Here is 2 unconnected molecules or ions with the total composition C3H11NOS2 in a non-equilibrium geometry from the OMol25 dataset. Energies are from wB97M-V/def2-TZVPD.

Structure (SMILES): NCCCSS.O
LUMO: 0.51 eV
Energy above the lowest of the compared OMol25 structures with the same formula, charge and spin: 43.8 kJ/mol
HOMO: -9.0 eV

Structure (ORCA input):
```
! RIJCOSX wB97M-V def2-TZVPD def2/J DEFGRID3
* xyz 0 1
N 2.054 -1.917 1.077
C 1.529 -0.540 1.040
C 0.100 -0.460 1.567
C -0.625 0.776 1.040
S 0.382 2.307 1.112
S -1.099 3.762 0.725
H 2.090 -2.371 0.177
H 2.963 -1.904 1.510
H 1.556 -0.100 0.000
H 2.267 0.006 1.612
H 0.017 -0.567 2.651
H -0.403 -1.333 1.176
H -1.484 0.906 1.690
H -0.928 0.604 -0.003
H -1.558 3.678 1.968
O -2.203 -1.303 -5.896
H -1.751 -0.501 -6.150
H -2.908 -1.043 -5.297
*
```



No. 4
Here is a molecular structure, C33H29BrCsN7O7S in a non-equilibrium geometry from the OMol25 dataset. Energies are from wB97M-V/def2-TZVPD.

LUMO: 3.68 eV
Energy above the lowest of the compared OMol25 structures with the same formula, charge and spin: 197.0 kJ/mol
HOMO: -3.0 eV

Structure (ORCA input):
```
! RIJCOSX wB97M-V def2-TZVPD def2/J DEFGRID3
* xyz -2 1
Cs 2.064 0.537 -0.446
O 1.811 -3.090 1.464
C 3.078 -3.576 1.037
C 3.097 -3.823 -0.461
N 3.089 -2.591 -1.224
C 4.416 -2.012 -1.425
C 4.750 -0.759 -0.573
O 5.648 -0.028 -1.036
O 4.070 -0.580 0.467
C 2.296 -2.673 -2.448
C 2.103 -1.284 -3.108
O 2.814 -1.050 -4.112
O 1.264 -0.516 -2.578
H 1.693 -2.219 1.065
H 3.232 -4.518 1.572
H 3.867 -2.870 1.308
H 2.206 -4.404 -0.716
H 3.976 -4.446 -0.714
H 4.536 -1.737 -2.473
H 5.199 -2.752 -1.202
H 1.308 -3.053 -2.179
H 2.749 -3.341 -3.200
N -4.438 -1.798 -0.356
C -4.078 -0.705 0.453
C -5.031 -0.192 1.334
C -4.697 0.927 2.075
C -3.432 1.474 1.937
C -2.550 0.866 1.055
N -2.867 -0.192 0.308
C -3.592 -2.736 -0.926
C -3.986 -3.366 -2.116
C -3.148 -4.314 -2.665
C -1.942 -4.598 -2.039
C -1.647 -3.917 -0.869
N -2.456 -3.022 -0.307
H -5.395 -1.826 -0.654
H -5.992 -0.679 1.444
H -5.407 1.348 2.777
H -3.103 2.319 2.527
H -1.539 1.253 0.987
H -4.912 -3.085 -2.602
H -3.422 -4.808 -3.590
H -1.240 -5.310 -2.451
H -0.715 -4.096 -0.344
N 1.325 4.969 -2.494
C 0.688 5.486 -1.382
C 0.202 6.751 -1.070
C -0.369 6.900 0.183
C -0.452 5.830 1.088
C 0.031 4.572 0.776
C 0.607 4.412 -0.485
N 1.178 3.280 -1.046
C 1.593 3.645 -2.222
C 2.381 2.833 -3.159
C 2.442 3.012 -4.506
S 3.617 1.959 -5.169
C 3.953 1.362 -3.588
N 3.247 1.896 -2.650
H 1.658 5.471 -3.296
H 0.268 7.581 -1.764
H -0.758 7.869 0.473
H -0.897 5.992 2.062
H -0.019 3.743 1.482
H 1.839 3.659 -5.122
H 4.721 0.624 -3.404
Br -2.852 1.477 6.350
C -2.077 0.163 5.194
C -2.526 -1.134 5.416
C -2.083 -2.169 4.611
C -1.208 -1.897 3.568
C -0.784 -0.597 3.362
C -1.184 0.470 4.171
C -0.634 1.881 3.827
O -0.743 2.755 4.700
O -0.142 1.978 2.678
H -3.229 -1.319 6.217
H -2.438 -3.178 4.787
H -0.873 -2.681 2.903
H -0.159 -0.357 2.513
*
```



No. 5
Here is a molecular structure, C3H6OS2 in a non-equilibrium geometry from the OMol25 dataset. Energies are from wB97M-V/def2-TZVPD.

LUMO: -0.45 eV
Energy above the lowest of the compared OMol25 structures with the same formula, charge and spin: 349.1 kJ/mol
HOMO: -9.0 eV

Structure (ORCA input):
```
! RIJCOSX wB97M-V def2-TZVPD def2/J DEFGRID3
* xyz 0 1
C 0.287 2.132 0.154
C 0.991 0.740 0.119
C -0.075 -0.193 -0.228
H -0.072 2.140 1.329
H 1.164 2.706 0.161
H -0.656 2.348 -0.464
H 2.022 0.716 -0.540
H 1.245 -0.420 1.936
H -0.134 0.318 -2.545
O 1.733 0.493 1.324
S -0.710 -0.822 -1.672
S -0.831 -0.918 1.001
*
```



No. 6
Here is a molecular structure, C2H8ClO2V in a non-equilibrium geometry from the OMol25 dataset. Energies are from wB97M-V/def2-TZVPD.

LUMO (spin up / spin down): -11.39 / -13.04 eV
Energy above the lowest of the compared OMol25 structures with the same formula, charge and spin: 361.2 kJ/mol
HOMO (spin up / spin down): -15.2 / -15.3 eV
<S²>: 6.020

Structure (ORCA input):
```
! RIJCOSX wB97M-V def2-TZVPD def2/J DEFGRID3
* xyz 2 5
V -0.839 2.361 2.296
Cl 0.254 1.649 0.135
C 2.419 -0.833 1.506
O 2.674 -1.614 2.623
H 2.864 -1.329 0.644
H 1.342 -0.853 1.336
H 2.831 0.159 1.690
H 2.647 -1.046 3.396
C -2.624 -0.018 -2.356
O -2.198 1.293 -2.016
H -2.390 -0.735 -1.568
H -3.604 -0.116 -2.823
H -2.039 -0.165 -3.264
H -1.335 1.247 -1.600
*
```



No. 7
Here is a molecular structure, C2H12NO4 in a non-equilibrium geometry from the OMol25 dataset. Energies are from wB97M-V/def2-TZVPD.

LUMO: 3.98 eV
Energy above the lowest of the compared OMol25 structures with the same formula, charge and spin: 229.0 kJ/mol
HOMO: -4.2 eV

Structure (ORCA input):
```
! RIJCOSX wB97M-V def2-TZVPD def2/J DEFGRID3
* xyz -1 1
C 0.527 0.393 1.817
O -0.757 0.750 1.736
C 1.158 0.659 0.350
N 0.142 1.044 -0.732
H 1.102 0.807 2.630
H 0.764 -0.795 1.916
H 1.860 1.464 0.407
H 1.642 -0.240 0.179
H -0.539 0.163 -0.613
H -0.372 1.828 -0.380
H -2.762 -0.387 -0.429
H -1.528 -0.038 0.870
O -1.996 -0.632 -0.115
H -0.152 1.129 -3.704
H 0.831 1.207 -2.444
O 0.606 1.592 -3.315
H -0.326 -2.484 0.091
H -0.173 -3.127 1.374
O -0.029 -3.332 0.363
*
```



No. 8
Here is a single C4H10O2 molecule from the OMol25 dataset. Energies are from wB97M-V/def2-TZVPD.

Structure (SMILES): COC[C@@H](C)O
LUMO: 1.02 eV
Energy above the lowest of the compared OMol25 structures with the same formula, charge and spin: 99.8 kJ/mol
HOMO: -10.0 eV

Structure (ORCA input):
```
! RIJCOSX wB97M-V def2-TZVPD def2/J DEFGRID3
* xyz 0 1
C 2.300 -0.768 -0.383
O 1.485 0.133 0.330
C 0.297 0.492 -0.356
C -0.863 0.384 0.628
C -2.208 0.521 -0.058
O -0.811 -0.886 1.246
H 1.792 -1.735 -0.528
H 2.585 -0.368 -1.368
H 3.204 -0.923 0.213
H 0.117 -0.199 -1.192
H 0.390 1.511 -0.760
H -0.753 1.177 1.386
H -3.012 0.395 0.673
H -2.323 -0.253 -0.824
H -2.314 1.503 -0.531
H 0.112 -0.984 1.524
*
```



No. 9
Here is a molecular structure, C23H30N4O8PRhSTe in a non-equilibrium geometry from the OMol25 dataset. Energies are from wB97M-V/def2-TZVPD.

LUMO: -1.91 eV
HOMO: -6.8 eV

Structure (ORCA input):
```
! RIJCOSX wB97M-V def2-TZVPD def2/J DEFGRID3
* xyz 0 1
Rh 0.347 -1.452 0.111
N 2.266 -1.667 1.475
C 2.280 -2.932 2.193
C 0.953 -3.760 1.939
O 0.681 -4.635 2.735
O 0.317 -3.451 0.890
H 3.184 -1.432 1.108
H 1.986 -0.900 2.116
H 2.338 -2.796 3.278
H 3.107 -3.572 1.866
N -1.040 -2.777 -2.877
C -1.955 -2.047 -2.155
C -3.273 -2.031 -2.652
C -4.220 -1.254 -2.026
C -3.857 -0.542 -0.887
C -2.563 -0.663 -0.425
N -1.628 -1.386 -1.046
C 0.286 -3.110 -2.713
C 0.800 -4.077 -3.595
C 2.112 -4.476 -3.490
C 2.893 -3.912 -2.484
C 2.320 -2.950 -1.679
N 1.055 -2.539 -1.787
H -1.458 -3.225 -3.682
H -3.524 -2.617 -3.524
H -5.225 -1.195 -2.418
H -4.566 0.087 -0.373
H -2.238 -0.166 0.480
H 0.156 -4.509 -4.346
H 2.526 -5.210 -4.167
H 3.917 -4.217 -2.344
H 2.895 -2.478 -0.897
C -3.984 3.234 5.897
C -2.887 2.696 5.027
C -2.381 3.448 3.973
C -1.377 2.938 3.165
C -0.874 1.680 3.417
C -1.354 0.918 4.463
C -2.359 1.430 5.268
S 0.370 1.004 2.327
O 0.907 2.101 1.556
O 1.350 0.296 3.140
O -0.438 0.053 1.501
H -4.376 4.166 5.497
H -3.612 3.418 6.905
H -4.796 2.512 5.970
H -2.781 4.434 3.777
H -0.972 3.502 2.340
H -0.937 -0.062 4.628
H -2.745 0.840 6.088
C 4.320 2.000 -3.344
C 3.559 0.824 -2.760
O 2.259 0.753 -3.346
P 1.021 1.004 -2.366
O 1.179 0.212 -1.108
Te -0.902 0.695 -3.722
O 1.163 2.562 -2.042
C 0.151 3.101 -1.192
C -0.235 4.473 -1.708
H 5.299 2.066 -2.875
H 3.767 2.919 -3.162
H 4.438 1.873 -4.418
H 3.452 0.931 -1.675
H 4.062 -0.124 -2.985
H 0.547 3.133 -0.174
H -0.719 2.430 -1.190
H 0.646 5.105 -1.777
H -0.942 4.934 -1.027
H -0.691 4.392 -2.692
*
```



No. 10
Here is a single C5H7FO molecule in a non-equilibrium geometry from the OMol25 dataset. Energies are from wB97M-V/def2-TZVPD.

Structure (SMILES): C=CO/C=C\CF
LUMO: 1.00 eV
Energy above the lowest of the compared OMol25 structures with the same formula, charge and spin: 193.5 kJ/mol
HOMO: -8.9 eV

Structure (ORCA input):
```
! RIJCOSX wB97M-V def2-TZVPD def2/J DEFGRID3
* xyz 0 1
C -2.312 0.188 -0.896
C -1.228 0.946 -1.090
O -0.078 0.989 -0.365
C -0.171 0.250 0.804
C 0.980 -0.395 1.209
C 2.132 -0.701 0.232
F 3.005 -1.532 0.900
H -3.217 0.499 -1.302
H -2.317 -0.815 -0.516
H -1.281 1.862 -1.681
H -1.088 0.462 1.239
H 0.999 -0.797 2.199
H 1.942 -1.250 -0.646
H 2.634 0.294 -0.089
*
```



No. 11
Here is 4 unconnected molecules or ions with the total composition C23H27Br2N8O in a non-equilibrium geometry from the OMol25 dataset. Energies are from wB97M-V/def2-TZVPD.

LUMO: -3.26 eV
HOMO: -11.7 eV

Structure (ORCA input):
```
! RIJCOSX wB97M-V def2-TZVPD def2/J DEFGRID3
* xyz 1 1
C -0.297 1.810 -0.822
C 0.857 0.985 -1.451
O 1.602 1.425 -2.254
N 1.029 -0.382 -0.980
C 1.102 -1.367 -2.081
C 0.125 -0.748 0.010
N -1.039 -1.399 -0.249
C -1.617 -1.504 0.992
N -2.831 -2.070 1.111
N -0.823 -0.971 1.928
N 0.282 -0.489 1.323
C 1.294 0.181 2.068
Br 0.649 1.532 3.320
C 2.608 -0.048 2.008
C 3.622 0.722 2.866
Br 3.316 -1.413 0.849
H -0.161 1.956 0.270
H -1.267 1.307 -1.020
H -0.306 2.812 -1.281
H 2.000 -1.134 -2.677
H 1.262 -2.377 -1.649
H 0.193 -1.424 -2.706
H -3.572 -1.511 1.525
H -3.023 -2.991 0.746
H -1.029 -0.913 2.921
H 3.560 0.365 3.909
H 3.368 1.800 2.781
H 4.656 0.629 2.497
N 6.463 0.348 3.925
C 6.513 1.307 4.854
C 7.690 1.860 5.330
C 8.888 1.391 4.818
C 8.863 0.396 3.855
C 7.631 -0.088 3.444
H 5.550 1.641 5.229
H 7.668 2.637 6.083
H 9.830 1.796 5.165
H 9.778 0.003 3.432
H 7.562 -0.865 2.690
N -6.300 -1.477 0.314
C -5.970 -0.506 -0.542
C -6.342 -0.488 -1.873
C -7.103 -1.542 -2.354
C -7.460 -2.563 -1.486
C -7.036 -2.483 -0.168
H -5.372 0.297 -0.123
H -6.041 0.330 -2.514
H -7.414 -1.567 -3.391
H -8.053 -3.403 -1.823
H -7.290 -3.257 0.549
N -3.799 1.065 -3.535
C -3.081 -0.048 -3.712
C -1.959 -0.121 -4.523
C -1.558 1.024 -5.192
C -2.288 2.189 -5.025
C -3.393 2.157 -4.189
H -3.436 -0.920 -3.170
H -1.415 -1.051 -4.627
H -0.687 1.008 -5.837
H -2.007 3.103 -5.532
H -3.993 3.045 -4.025
*
```